(1)
ORCA calculation (ωB97M-V/def2-TZVPD) on a 9-piece molecular cluster, C28H41F4N2O21S3 overall in a non-equilibrium geometry.

* total energy: -119050.65454 eV
* HOMO energy: -6.67 eV
* total charge: -1
* gap between HOMO and LUMO: 0.313 hartree
* ΔE to the lowest compared entry with this formula, charge and spin: 213.2 kJ/mol
* lowest unoccupied orbital energy: 0.0685 Ha

Last column: Mulliken charge in e.
Atoms and positions in Å:
N -0.955 -0.699 -0.232  0.34
O -1.212 -1.185 0.881  -0.44
O 0.021 -0.076 -0.546  -0.06
O -1.795 -0.806 -1.040  -0.58
N -3.945 -2.160 4.119  0.08
C -3.303 -2.023 2.944  -1.03
C -2.807 -3.292 2.645  -0.02
C -3.278 -4.207 3.587  -0.88
C -3.834 -3.440 4.579  -0.44
H -4.534 -1.436 4.505  0.23
H -3.202 -1.134 2.339  0.72
H -2.308 -3.446 1.699  0.51
H -3.006 -5.249 3.517  0.43
H -4.299 -3.717 5.514  0.41
C 0.715 -3.361 -1.578  0.59
C 0.674 -4.800 -2.171  0.33
O 1.915 -4.841 -2.822  -0.41
C 2.780 -3.894 -2.453  0.50
O 3.938 -3.804 -2.797  -0.56
O 2.112 -3.009 -1.668  -0.02
F -0.203 -4.854 -3.210  -0.29
H 0.308 -3.226 -0.576  -0.20
H 0.145 -2.725 -2.255  -0.29
H 0.640 -5.627 -1.461  0.35
C -4.747 0.657 0.259  0.03
C -5.077 -0.366 -0.826  0.47
O -4.906 0.296 -2.031  -0.32
C -4.788 1.610 -1.807  0.62
O -4.685 2.493 -2.633  -0.55
O -4.924 1.897 -0.451  -0.38
F -6.311 -0.799 -0.768  -0.36
H -3.696 0.597 0.544  -0.11
H -5.459 0.514 1.072  0.41
H -4.399 -1.209 -0.692  0.21
C -0.279 -1.669 4.785  0.03
C -0.078 -2.983 4.060  0.84
O 1.060 -3.555 4.643  -0.37
C 1.702 -2.682 5.384  0.61
O 2.895 -2.755 5.721  -0.60
O 0.850 -1.679 5.679  -0.40
F 0.179 -2.884 2.770  -0.17
H -1.218 -1.630 5.337  0.28
H -0.300 -0.840 4.077  0.06
H -0.970 -3.604 4.137  -0.31
C -2.017 0.430 -3.782  0.00
C -0.791 -0.371 -4.102  1.65
O -0.111 0.643 -4.847  -0.33
C -0.973 1.531 -5.283  0.51
O -0.698 2.500 -5.931  -0.59
O -2.163 1.279 -4.810  -0.35
F -1.082 -1.406 -4.883  -0.38
H -2.008 1.015 -2.862  -0.23
H -2.871 -0.244 -3.710  0.31
H -0.297 -0.755 -3.210  -0.61
C -1.837 5.533 -0.567  -0.84
C -2.182 4.026 -0.599  -0.39
C -0.887 3.247 -0.554  0.10
S 0.302 4.180 -1.676  1.14
O 0.315 3.591 -3.004  -0.57
O 1.606 4.408 -1.002  -0.60
C -0.744 5.705 -1.620  -0.97
H -1.636 5.927 0.430  0.32
H -2.756 6.049 -0.843  0.41
H -2.713 3.716 -1.499  0.18
H -2.885 3.761 0.190  0.45
H -0.825 2.176 -0.749  -0.45
H -0.516 3.338 0.467  0.22
H -1.086 5.716 -2.655  0.37
H -0.047 6.526 -1.453  0.45
C 3.565 -0.415 2.519  -0.51
C 3.802 0.534 3.733  -0.47
C 2.798 1.681 3.676  -1.00
S 1.714 1.571 2.141  1.27
O 2.229 2.439 1.110  -0.56
O 0.302 1.598 2.574  -0.71
C 2.260 -0.121 1.748  1.21
H 3.541 -1.418 2.947  0.38
H 4.410 -0.295 1.840  0.19
H 4.808 0.905 3.923  0.35
H 3.585 0.141 4.727  0.20
H 3.253 2.670 3.632  0.42
H 2.138 1.763 4.540  0.42
H 2.182 -0.285 0.673  -0.59
H 1.467 -0.793 2.078  -0.68
C 3.203 -0.162 -3.268  -0.65
C 4.236 -0.679 -2.169  -0.30
C 4.947 0.590 -1.622  -0.61
S 4.118 2.120 -2.285  1.03
O 4.787 2.604 -3.495  -0.73
O 3.896 3.108 -1.210  -0.54
C 2.665 1.155 -2.709  0.27
H 2.373 -0.837 -3.474  0.12
H 3.627 0.004 -4.259  0.48
H 4.886 -1.424 -2.629  0.48
H 3.746 -1.250 -1.380  -0.05
H 5.988 0.665 -1.937  0.44
H 4.842 0.609 -0.537  0.08
H 1.939 1.644 -3.359  0.51
H 2.173 0.961 -1.756  -0.51

=====

(2)
ORCA calculation (ωB97M-V/def2-TZVPD) on C28H42BiN6O8P2S2Se2 as an isolated structure.

* total energy: -231821.17564 eV
* HOMO energy: -10.04 eV
* total charge: +1
* gap between HOMO and LUMO: 0.271 hartree
* ΔE to the lowest compared entry with this formula, charge and spin: 0.0 kJ/mol
* lowest unoccupied orbital energy: -0.0984 Ha

Last column: natural (NBO) charge in e.
Atoms and positions in Å:
Bi -0.022 -0.123 0.071  2.00
C 2.752 -4.751 3.517  -0.62
C 3.151 -3.282 3.549  -0.22
N 2.016 -2.369 3.457  -0.58
C 1.322 -2.156 2.325  0.33
S -0.106 -1.152 2.480  -0.38
N 1.761 -2.717 1.228  -0.47
N 1.074 -2.353 0.102  -0.36
C 1.085 -3.179 -0.880  0.27
C 1.802 -4.492 -0.823  -0.69
C 0.334 -2.800 -2.109  0.16
C 0.189 -3.691 -3.158  -0.23
C -0.510 -3.293 -4.290  -0.14
C -1.032 -2.016 -4.344  -0.24
C -0.857 -1.188 -3.243  0.08
N -0.204 -1.572 -2.151  -0.50
H 3.641 -5.382 3.568  0.22
H 2.216 -4.980 2.596  0.22
H 2.110 -4.997 4.364  0.21
H 3.832 -3.052 2.731  0.21
H 3.660 -3.049 4.484  0.21
H 1.599 -2.029 4.306  0.41
H 2.567 -4.454 -0.054  0.26
H 2.261 -4.730 -1.782  0.23
H 1.106 -5.294 -0.566  0.25
H 0.608 -4.684 -3.097  0.23
H -0.642 -3.978 -5.117  0.23
H -1.569 -1.658 -5.211  0.23
H -1.265 -0.182 -3.222  0.23
C 1.059 1.925 4.142  -0.64
C 1.356 2.718 2.883  -0.47
O 1.917 3.967 3.270  -0.71
P 2.592 1.892 1.800  2.40
O 3.167 3.039 0.878  -1.00
O 3.852 1.490 2.672  -0.97
O 2.050 0.703 1.085  -1.18
P -0.094 2.978 1.766  2.39
O -1.006 3.963 2.638  -0.99
O 0.473 3.696 0.569  -1.19
O -0.832 1.681 1.534  -1.21
H 1.975 1.787 4.718  0.23
H 0.634 0.955 3.895  0.24
H 0.349 2.489 4.746  0.24
H 1.764 4.621 2.577  0.49
H 2.430 3.488 0.412  0.55
H 4.553 2.152 2.664  0.53
H -1.328 4.715 2.130  0.52
Se 1.178 2.303 -1.737  0.27
Se 1.606 1.255 -3.804  0.17
C 2.778 -0.063 -3.035  0.07
C 3.660 -0.740 -3.873  -0.28
C 4.518 -1.659 -3.300  -0.15
C 4.492 -1.846 -1.923  -0.26
C 3.590 -1.111 -1.177  0.05
N 2.726 -0.246 -1.724  -0.50
C -0.594 2.864 -2.223  0.04
C -0.831 4.127 -2.746  -0.24
C -2.133 4.449 -3.089  -0.15
C -3.134 3.511 -2.887  -0.24
C -2.794 2.286 -2.338  0.03
N -1.543 1.959 -2.005  -0.48
H 3.678 -0.533 -4.935  0.23
H 5.218 -2.205 -3.918  0.23
H 5.168 -2.540 -1.440  0.23
H 3.544 -1.203 -0.097  0.22
H -0.016 4.826 -2.869  0.24
H -2.363 5.419 -3.511  0.23
H -4.160 3.724 -3.155  0.23
H -3.544 1.523 -2.160  0.19
C -5.744 2.453 -0.318  -0.61
C -6.061 1.102 0.323  -0.41
C -5.027 0.015 0.024  -0.59
S -3.438 0.398 0.789  1.27
O -2.443 -0.537 0.086  -1.05
C -3.708 -0.300 2.442  -0.59
C -3.521 -1.814 2.563  -0.43
C -4.748 -2.670 2.247  -0.61
H -6.512 3.184 -0.069  0.23
H -5.711 2.362 -1.407  0.20
H -4.782 2.847 0.014  0.21
H -7.026 0.749 -0.044  0.23
H -6.167 1.221 1.404  0.21
H -4.820 -0.053 -1.046  0.24
H -5.345 -0.960 0.383  0.24
H -4.709 0.022 2.739  0.23
H -2.981 0.231 3.060  0.25
H -3.201 -2.000 3.589  0.22
H -2.687 -2.114 1.929  0.24
H -5.665 -2.232 2.651  0.20
H -4.637 -3.658 2.693  0.23
H -4.880 -2.821 1.175  0.20

=====

(3)
ORCA calculation (ωB97M-V/def2-TZVPD) on a 9-piece molecular cluster, C28H42ClN6O6S2 overall in a non-equilibrium geometry.

* total energy: -85128.76677 eV
* HOMO energy: -5.63 eV
* total charge: -1
* gap between HOMO and LUMO: 0.297 hartree
* lowest unoccupied orbital energy: 0.0899 Ha

Last column: Mulliken charge in e.
Atoms and positions in Å:
Cl -0.714 0.153 0.096  1.57
O 0.391 0.730 0.843  -0.52
O -0.604 -1.291 0.214  -0.58
O -1.960 0.607 0.646  -0.74
O -0.606 0.521 -1.294  -0.56
N 1.170 5.991 1.532  -0.03
C 0.987 4.694 1.131  -0.91
C -0.259 4.306 1.528  0.41
C -0.878 5.420 2.170  -1.28
C 0.041 6.431 2.167  -0.36
H 2.014 6.530 1.461  0.20
H 1.757 4.113 0.656  0.48
H -0.647 3.310 1.377  0.66
H -1.893 5.477 2.524  0.42
H -0.036 7.437 2.545  0.39
N 2.517 1.845 2.735  0.23
C 2.820 2.261 4.001  -0.71
C 4.139 2.638 4.001  -0.38
C 4.641 2.448 2.689  -0.85
C 3.598 1.971 1.923  -0.07
H 1.606 1.529 2.437  0.24
H 2.089 2.204 4.788  0.40
H 4.664 3.052 4.848  0.42
H 5.667 2.509 2.364  0.41
H 3.553 1.785 0.862  0.35
N -2.577 -6.058 0.371  0.09
C -3.801 -5.545 0.698  -0.68
C -3.615 -4.299 1.241  -0.75
C -2.213 -4.071 1.264  0.20
C -1.598 -5.188 0.762  -1.04
H -2.411 -6.987 0.026  0.19
H -4.699 -6.084 0.450  0.42
H -4.424 -3.609 1.417  0.41
H -1.673 -3.212 1.633  0.70
H -0.550 -5.374 0.603  0.44
N 3.066 -3.087 -2.722  0.10
C 3.034 -4.444 -2.521  -0.55
C 2.064 -4.694 -1.585  -0.89
C 1.469 -3.451 -1.234  0.73
C 2.099 -2.488 -1.967  -0.41
H 3.697 -2.608 -3.338  0.18
H 3.729 -5.107 -3.006  0.39
H 1.747 -5.680 -1.285  0.37
H 0.666 -3.277 -0.538  0.48
H 1.935 -1.426 -1.993  -0.36
N -2.366 -2.835 -2.058  0.42
C -1.506 -2.753 -3.109  -0.43
C -2.097 -3.332 -4.197  -0.69
C -3.342 -3.865 -3.749  -0.52
C -3.473 -3.548 -2.421  -0.58
H -2.084 -2.563 -1.127  0.13
H -0.631 -2.132 -3.018  0.40
H -1.736 -3.386 -5.210  0.42
H -4.085 -4.364 -4.351  0.39
H -4.255 -3.725 -1.703  0.46
N 2.212 1.376 -1.954  0.53
C 2.209 2.704 -1.664  -0.71
C 3.370 3.247 -2.155  -0.74
C 4.096 2.195 -2.783  -0.61
C 3.354 1.052 -2.627  -0.37
H 1.520 0.711 -1.642  -0.08
H 1.407 3.132 -1.089  0.82
H 3.678 4.277 -2.082  0.44
H 5.088 2.301 -3.191  0.39
H 3.544 0.042 -2.946  0.19
C -2.177 3.168 -2.071  -0.66
S -1.141 3.335 -3.528  0.59
O -2.009 3.195 -4.729  -0.70
C -0.886 5.106 -3.350  -0.93
H -1.560 3.202 -1.173  0.00
H -2.587 2.159 -2.084  0.23
H -2.971 3.912 -2.099  0.48
H -0.418 5.470 -4.262  0.32
H -0.248 5.287 -2.482  0.26
H -1.839 5.613 -3.199  0.34
C -1.119 -1.029 3.939  -0.74
S -1.857 -1.454 5.501  0.42
O -3.074 -0.620 5.692  -0.64
C -2.454 -3.062 4.967  -0.74
H -0.269 -1.678 3.730  0.37
H -0.701 -0.020 3.994  0.30
H -1.837 -0.956 3.119  0.18
H -3.034 -3.486 5.786  0.41
H -1.629 -3.728 4.712  0.32
H -3.095 -2.932 4.095  0.10